# 1
84
Properties=species:S:1:pos:R:3:forces:R:3 method="wB97M-V/def2-TZVPD" homo_ev=-4.55 total_energy_ha=-7826.99480 e_above_lowest_kj_mol=94.5 charge=-1 gap_ev=6.537
Ir -0.712547 -1.182630 0.190530 0.248 -0.679 0.542
C 4.366395 3.913505 0.051661 0.020 -0.035 0.025
O 5.495553 3.082500 0.300349 -0.131 0.149 -0.083
C 5.371763 2.145064 1.270164 -0.078 -0.075 0.153
C 4.242165 1.980125 2.074266 0.068 0.044 -0.076
C 4.209770 0.952644 3.008617 0.001 -0.137 0.000
C 5.290822 0.087613 3.149556 -0.210 -0.004 0.026
C 6.442618 0.319740 2.402790 0.034 -0.023 -0.014
C 6.480160 1.320579 1.456008 0.006 -0.001 -0.017
N 5.395278 -1.021367 4.059564 -0.034 -0.266 -0.010
N 4.509214 -1.868243 4.274159 0.060 0.260 0.121
C 3.217092 -1.872640 3.649640 0.161 0.126 -0.203
C 2.144107 -2.044978 4.489209 -0.028 -0.007 0.045
C 0.820628 -2.001483 4.037966 0.019 -0.008 0.063
C 0.535998 -1.783392 2.700703 -0.045 -0.016 -0.032
O -0.681385 -1.726476 2.228330 0.077 -0.026 -0.029
C 1.654509 -1.650507 1.807957 -0.018 0.023 -0.018
N 1.351519 -1.412459 0.496348 0.068 0.070 -0.023
C 2.314049 -1.336757 -0.390496 0.000 -0.057 -0.018
C 3.660774 -1.537838 -0.042815 0.015 0.001 0.022
C 3.994654 -1.749509 1.262411 0.000 0.018 -0.029
C 2.984934 -1.759006 2.251970 -0.016 0.109 0.069
H 4.638249 4.545600 -0.789739 -0.001 -0.006 0.026
H 4.129819 4.531822 0.918466 0.018 0.045 0.036
H 3.483770 3.325532 -0.199686 -0.052 -0.062 -0.045
H 3.375362 2.621071 1.967835 -0.003 -0.040 0.031
H 3.318085 0.824192 3.607030 -0.037 -0.035 0.009
H 7.300612 -0.321891 2.563232 -0.007 0.000 0.006
H 7.359548 1.487647 0.847696 -0.002 0.002 0.000
H 2.346670 -2.182746 5.544871 0.006 -0.003 -0.004
H -0.003644 -2.115872 4.729093 0.004 0.008 -0.001
H 2.016936 -1.148083 -1.414217 -0.013 0.001 0.006
H 4.414659 -1.508217 -0.817188 0.002 0.001 0.000
H 5.025937 -1.901412 1.548031 -0.008 -0.014 -0.021
O -3.308942 0.696834 -2.319746 -0.133 0.045 -0.070
C -3.854726 -0.331582 -3.108391 -0.014 0.012 -0.021
C -3.452275 -1.766621 -2.746963 0.003 0.011 0.014
C -4.261334 -2.636117 -3.738186 -0.025 0.029 0.007
O -4.056643 -4.036773 -3.618503 0.009 -0.007 0.017
C -1.977038 -2.089679 -2.988675 0.091 -0.098 0.025
Se -0.530217 -1.004759 -2.234396 -0.291 -0.199 -0.199
C -3.907629 -2.159882 -1.341163 0.047 0.027 0.052
Se -3.160460 -1.280931 0.262562 -0.217 0.097 0.007
H -3.245521 0.360252 -1.409532 -0.017 -0.032 0.088
H -3.558780 -0.126760 -4.143055 0.024 -0.004 -0.006
H -4.955409 -0.285720 -3.070207 -0.003 0.001 -0.034
H -4.031716 -2.308508 -4.761119 -0.002 0.008 0.001
H -5.328630 -2.481570 -3.567898 -0.002 -0.011 0.001
H -3.117857 -4.208221 -3.744768 -0.002 0.007 -0.013
H -1.777297 -2.038126 -4.064295 -0.004 -0.006 -0.004
H -1.791239 -3.115905 -2.669831 -0.045 -0.078 -0.021
H -3.784357 -3.233313 -1.226130 0.006 -0.058 -0.030
H -4.977724 -1.952796 -1.255264 -0.009 -0.021 0.013
C -4.481471 2.909223 -0.013294 0.037 -0.008 0.010
C -3.389939 2.274287 0.820833 0.067 0.010 0.067
C -3.844379 1.919233 2.219834 -0.001 -0.047 0.015
O -2.306738 3.223924 0.932612 -0.095 -0.018 -0.184
P -0.758948 2.876412 0.782320 0.277 -0.021 0.134
S 0.254155 3.959358 2.033304 0.094 0.001 -0.087
S -0.341356 0.896619 1.239251 -0.179 0.065 -0.296
O -0.378075 3.243457 -0.716046 0.052 0.144 -0.042
C -0.641408 2.381468 -1.851905 0.020 -0.058 0.078
C -1.352410 3.195183 -2.909852 0.039 -0.025 -0.001
C 0.690198 1.833689 -2.317980 0.132 0.210 -0.160
H -5.312447 2.210197 -0.119799 -0.012 -0.009 0.010
H -4.118335 3.153671 -1.009479 0.028 0.003 -0.039
H -4.841646 3.819669 0.470322 -0.006 -0.004 0.001
H -3.010302 1.377903 0.333812 -0.045 0.007 0.009
H -4.180140 2.819363 2.739272 -0.008 -0.009 0.010
H -3.022330 1.471282 2.778949 -0.002 0.007 -0.010
H -4.662066 1.198711 2.174670 -0.020 -0.006 0.002
H -1.283152 1.560202 -1.535152 0.040 -0.001 -0.052
H -0.721472 4.022127 -3.243810 -0.005 0.004 0.005
H -2.288060 3.594537 -2.523484 -0.027 0.032 0.029
H -1.586505 2.552000 -3.759485 0.016 -0.003 0.010
H 1.361020 2.655394 -2.578598 0.014 0.091 0.045
H 0.547573 1.191525 -3.188076 0.092 0.201 0.086
H 1.150530 1.243499 -1.522016 0.000 0.028 -0.013
C -1.186612 -4.680633 -0.398478 -0.068 -0.010 -0.144
O -0.644659 -3.583449 0.318907 -0.038 0.410 0.047
H -2.266862 -4.596614 -0.518924 -0.035 0.039 0.004
H -0.951899 -5.620357 0.107011 0.014 0.021 0.027
H -0.717237 -4.685344 -1.380447 0.020 0.017 0.007
H -1.131341 -3.428455 1.146983 0.060 -0.157 0.044

# 2
24
Properties=species:S:1:pos:R:3:forces:R:3 method="wB97M-V/def2-TZVPD" homo_ev=-8.82 total_energy_ha=-1162.89183 e_above_lowest_kj_mol=235.9 smiles=CCNCCSS.O.O gap_ev=9.087
S 1.996706 2.733691 2.396305 0.165 0.875 -0.253
S 2.587560 0.807939 2.082916 0.151 0.568 0.736
C 2.318243 0.591398 0.347064 3.445 -0.065 -2.358
C 1.325632 -0.504398 0.016854 -3.200 -2.564 -1.584
N 0.849972 -1.691711 0.896046 3.828 0.460 -4.043
C -0.065834 -2.601880 0.200926 -0.619 -0.714 3.884
C -0.898610 -2.149169 -0.901731 -1.297 0.584 -3.574
H 2.977166 3.484752 1.760219 -0.446 -0.768 0.511
H 3.431443 0.378010 -0.074553 -2.466 -0.150 0.885
H 2.162475 1.582554 -0.233692 -0.501 -1.672 1.300
H 1.508190 -1.162198 -0.895703 0.625 1.764 0.600
H 0.355379 -0.006938 -0.191010 0.562 0.241 -0.294
H 0.441632 -1.389595 1.651151 -2.568 2.397 5.152
H 0.585978 -3.444169 0.150163 -0.130 -1.149 -1.613
H -0.880596 -2.993239 0.974512 1.817 0.880 -0.992
H -0.416623 -1.606689 -1.803141 -0.589 -1.223 1.393
H -1.774144 -1.539078 -0.659304 0.494 0.547 0.718
H -1.481477 -3.024074 -1.239622 0.685 0.024 -0.492
H -3.530239 -0.120417 -1.139096 -0.870 1.017 -0.996
H -4.077027 1.313709 -1.378068 -0.021 0.383 0.279
O -4.043714 0.448251 -1.777051 0.883 -1.374 0.736
H -1.444906 3.123356 -0.708240 1.183 0.115 1.222
H -0.633463 3.907919 0.619265 -0.220 -1.325 -1.025
O -1.293742 3.861976 -0.094210 -0.912 1.150 -0.195

# 3
18
Properties=species:S:1:pos:R:3:forces:R:3 method="wB97M-V/def2-TZVPD" homo_ev=-7.51 total_energy_ha=-327.01039 e_above_lowest_kj_mol=317.6 smiles="C=CC(=C)NC.O" gap_ev=8.295
C 1.412752 -1.550670 0.334785 -2.883 -0.549 0.535
N 0.982013 -0.611948 -0.721587 0.961 -0.009 1.740
C -0.229594 0.035808 -0.836393 -2.578 0.018 3.159
C -1.000328 0.218521 0.297694 -1.522 0.873 -1.259
C -1.871679 1.004119 -2.556152 2.140 -1.417 2.006
C -0.661290 0.428128 -2.212635 0.219 1.623 -0.144
H 0.985723 -1.191174 1.290822 0.641 -0.270 -0.426
H 0.987130 -2.582556 0.172607 -0.229 0.870 0.040
H 2.444532 -1.810832 0.448081 0.941 1.023 -0.350
H 1.297795 -0.928212 -1.559398 1.123 -0.832 -2.951
H -0.758838 -0.172230 1.276545 0.374 0.040 -0.169
H -2.027764 0.765963 0.331432 2.129 -0.999 -0.539
H -2.586710 1.222984 -1.700830 0.700 -0.493 -1.578
H -2.103533 1.178759 -3.595389 -0.106 0.391 0.108
H 0.294801 0.417751 -2.835688 -1.903 -0.241 -0.171
H 0.597789 -0.156649 4.349334 -0.112 0.069 -0.653
H 1.169435 1.084282 4.795337 0.599 1.112 0.859
O 0.865797 0.705014 3.989308 -0.493 -1.208 -0.206

# 4
116
Properties=species:S:1:pos:R:3:forces:R:3 method="wB97M-V/def2-TZVPD" homo_ev=-9.25 total_energy_ha=-2507.42085 e_above_lowest_kj_mol=769.5 smiles="COC[C@H](C)N.COC[C@H](C)N.COC[C@H](C)N.COC[C@H](C)N.NC(N)=O.NC(N)=O.NC(N)=O.NC(N)=O.NC(N)=O.NC(N)=O" gap_ev=9.255
C 0.341966 2.528453 -2.084599 -1.016 -0.369 0.086
C 0.464516 1.466903 -1.017169 0.707 -0.339 -0.424
C -0.128904 0.108023 -1.474059 -0.262 1.247 1.260
O -1.488584 0.374353 -1.630959 -2.458 -0.512 -0.512
C -2.387464 0.508473 -0.516479 0.348 0.517 0.252
N 1.834516 1.283883 -0.512539 -1.088 0.559 0.121
H 0.553606 2.118733 -3.072249 0.501 0.350 -0.099
H 0.863816 3.443823 -1.805569 0.235 -0.171 -0.285
H -0.726724 2.742933 -2.085669 -0.038 0.345 -0.373
H -0.163084 1.834683 -0.205409 0.200 -0.279 0.372
H 0.038916 -0.702087 -0.764369 0.077 0.052 0.600
H 0.290686 -0.290747 -2.397659 -0.130 0.457 -0.399
H -3.399024 0.741793 -0.848739 0.101 -0.669 -0.733
H -2.243884 1.382183 0.119211 0.911 0.343 -0.020
H -2.412624 -0.315847 0.196231 0.196 -0.510 -0.379
H 1.573616 0.623153 0.205421 1.336 -0.568 0.446
H 2.319896 0.820003 -1.267069 0.515 -0.433 0.119
C -2.671604 -4.367407 -4.125339 -0.577 -1.067 -1.024
C -3.256644 -3.831827 -5.471699 0.510 -0.681 2.722
C -4.289604 -4.797017 -6.110009 1.959 -0.351 -0.938
O -3.525054 -5.858797 -6.751919 0.313 1.187 0.932
C -4.286104 -6.636567 -7.591999 -1.090 -0.414 -0.736
N -3.901884 -2.604117 -5.139849 -1.174 1.938 -0.546
H -2.315794 -5.376377 -4.333849 0.639 0.067 0.219
H -3.442494 -4.528547 -3.371779 -0.353 0.330 -0.090
H -1.921394 -3.708137 -3.688719 0.172 -0.130 -0.279
H -2.402514 -3.491907 -6.057369 0.040 -1.401 -0.884
H -4.852874 -4.225997 -6.848079 -0.055 -0.029 -0.313
H -5.018724 -5.252587 -5.439969 0.155 0.255 0.541
H -4.933574 -7.342627 -7.072039 -0.144 -0.131 0.378
H -3.695574 -7.234177 -8.286439 0.416 0.236 0.163
H -4.946014 -5.997027 -8.178179 -0.164 0.028 -0.359
H -3.502294 -2.117627 -4.350079 0.076 -0.390 0.401
H -3.643364 -1.994487 -5.902489 -0.714 0.572 -0.165
C -0.782464 0.044033 4.705651 0.738 0.780 1.712
C -0.450594 -1.468947 4.789251 -1.057 2.672 0.554
C -1.662204 -2.216637 5.313091 0.198 -0.365 -0.756
O -2.604194 -2.096007 4.246661 0.954 0.279 0.419
C -3.692664 -2.923027 4.346391 -1.222 -0.590 0.316
N -0.213354 -1.763947 3.409201 0.794 -1.693 -0.690
H 0.189036 0.538293 4.703761 0.062 0.221 -0.029
H -1.274484 0.363393 5.624371 -0.092 0.208 0.184
H -1.319314 0.510433 3.879611 -0.219 -1.015 -0.257
H 0.361016 -1.554767 5.511761 0.290 -0.297 -0.353
H -2.024654 -1.844767 6.271441 -0.178 0.250 -0.030
H -1.417314 -3.272357 5.429731 0.003 -0.320 0.118
H -4.005224 -3.282407 3.365941 -0.166 0.458 -0.179
H -4.467854 -2.349887 4.855011 -0.587 -0.356 -0.093
H -3.512874 -3.842357 4.903681 0.272 -0.034 0.347
H -1.099484 -2.220627 3.246971 -0.208 0.026 -1.447
H 0.463006 -2.500627 3.268051 0.423 -0.180 0.120
C -5.569144 2.429203 4.452601 -1.333 -1.790 -0.076
C -6.742694 1.574703 3.758981 -0.779 1.766 0.284
C -7.729474 0.861083 4.753111 2.557 -1.255 -0.452
O -8.841924 0.384723 4.058901 -1.129 -0.918 -0.634
C -8.651784 -0.893887 3.378881 -0.224 0.987 -0.001
N -7.556584 2.579523 3.047431 -0.291 1.052 0.302
H -4.999344 1.797943 5.134451 0.268 -0.149 -0.173
H -6.050954 3.150983 5.112141 -0.079 0.262 -0.221
H -4.903494 2.932503 3.751381 -0.276 -0.153 -0.061
H -6.470044 0.940663 2.915321 0.761 -0.569 0.635
H -7.920234 1.459753 5.643791 -0.865 0.609 -0.473
H -7.257174 -0.004797 5.217091 0.518 -0.351 0.017
H -9.573604 -1.231597 2.905261 -0.516 0.303 0.748
H -8.293894 -1.654937 4.072281 0.149 0.037 -0.034
H -8.039484 -0.816887 2.480401 0.803 0.242 0.324
H -7.972294 3.135043 3.781381 0.279 0.875 0.319
H -8.430994 2.228883 2.683341 0.183 -0.964 -0.510
C 4.440146 6.656623 -5.450549 4.212 -2.264 0.986
O 5.564976 6.275583 -5.100759 -0.715 -0.386 0.479
N 3.310986 6.039623 -5.186869 -2.523 -1.411 1.046
N 4.337666 7.650163 -6.261689 -1.144 3.898 -2.640
H 2.441136 6.467353 -5.470579 0.091 -0.584 0.206
H 3.340986 5.115863 -4.779609 -0.137 0.443 0.032
H 3.408136 7.974493 -6.487259 0.528 0.364 -0.373
H 5.162036 8.135833 -6.585179 -0.337 -0.091 0.285
C 5.997856 0.269243 5.564771 0.857 -2.943 -1.530
O 6.490986 1.006633 6.307531 2.680 3.817 4.117
N 6.497096 -0.918067 5.207111 1.967 -3.038 -0.118
N 4.922516 0.470623 4.902811 -5.683 1.616 -3.036
H 6.033906 -1.515657 4.537451 0.313 0.131 0.222
H 7.345836 -1.260617 5.634211 -0.308 0.177 -0.078
H 4.472886 1.374753 4.881001 0.181 -0.236 0.207
H 4.571556 -0.232137 4.267941 -0.036 0.437 0.103
C 4.038486 -3.661347 1.147641 0.035 2.275 -3.278
O 4.578796 -2.780077 1.696161 2.165 4.933 2.647
N 3.958576 -4.801597 1.607951 -0.689 -8.568 4.630
N 3.577356 -3.624027 -0.083399 -1.225 1.551 -2.856
H 4.321176 -4.933037 2.541411 -0.247 -0.430 -0.231
H 3.512406 -5.546017 1.091351 0.250 -0.041 0.696
H 3.325996 -4.505877 -0.506809 0.157 0.877 -0.685
H 3.875896 -2.773347 -0.538719 -0.441 -0.499 -0.859
C 3.137686 5.146803 2.879991 -1.220 1.447 0.393
O 3.119756 5.920483 3.786041 -0.135 1.609 2.849
N 4.157386 4.871563 2.175401 5.342 -1.792 -3.194
N 2.051836 4.623273 2.358151 -3.730 -1.082 0.086
H 4.015586 4.175373 1.457561 0.812 0.265 0.045
H 5.083386 5.224013 2.371341 -0.345 -0.153 0.018
H 2.020906 4.013983 1.553221 -0.284 0.138 0.430
H 1.267076 4.853773 2.950701 -0.438 -0.529 -0.691
C 3.981706 -0.692197 -4.992779 -1.554 -0.390 0.719
O 3.915266 -0.546547 -3.821499 -0.517 1.277 4.159
N 4.949736 -1.248337 -5.578969 7.358 -2.848 -1.483
N 3.045826 -0.570137 -5.868659 -5.249 2.000 -3.015
H 5.022276 -1.427407 -6.570319 0.212 -0.026 0.573
H 5.707686 -1.440297 -4.939619 0.385 -0.219 -0.686
H 2.204256 -0.073487 -5.613309 0.146 -0.019 -0.295
H 3.364236 -0.545787 -6.826849 -0.845 0.254 0.133
C 7.077676 2.497893 -0.773889 3.244 -1.460 1.203
O 8.220226 2.849803 -1.033229 0.193 0.729 -0.337
N 6.022376 2.995703 -1.352649 -2.341 1.678 -1.878
N 6.907806 1.500963 0.116271 -1.179 -1.011 1.028
H 5.055806 2.731843 -1.225259 0.404 -0.117 0.034
H 6.284016 3.586613 -2.128849 -0.490 0.080 0.036
H 7.666336 1.249383 0.733871 -0.230 0.106 -0.354
H 5.984706 1.121603 0.271501 0.334 -0.034 0.268

# 5
15
Properties=species:S:1:pos:R:3:forces:R:3 method="wB97M-V/def2-TZVPD" homo_ev=-9.63 total_energy_ha=-341.95594 e_above_lowest_kj_mol=125.2 smiles="C[C@@]1(C(N)=O)CN1" gap_ev=10.625
C -1.019346 -1.100871 0.479483 -0.032 -0.034 0.035
C -0.231754 -0.018171 -0.227025 -0.017 -0.134 -0.044
C -0.886105 0.847478 -1.223046 -0.077 -0.025 -0.280
N -0.455402 1.396861 0.071101 -0.124 0.101 0.228
C 1.231501 -0.373824 -0.424236 0.032 -0.118 -0.088
O 1.601928 -1.175308 -1.262181 -0.125 0.188 0.302
N 2.049495 0.224419 0.486627 0.073 0.084 -0.157
H -1.964325 -0.703369 0.867629 0.113 -0.034 -0.120
H -1.244107 -1.920002 -0.209147 0.076 0.081 0.095
H -0.448763 -1.508517 1.320219 -0.100 0.072 -0.076
H -0.330442 1.189756 -2.092317 -0.062 -0.003 0.168
H -1.952833 0.699909 -1.391855 0.205 0.020 0.065
H -1.255619 1.519809 0.687223 0.100 -0.078 -0.066
H 1.705271 1.070695 0.918104 0.065 -0.116 -0.072
H 3.044865 0.125687 0.351284 -0.127 -0.004 0.009